{"formula": "C6H16N", "method": "the ωB97M-V functional and the def2-TZVPD basis", "de_lowest_kcal_mol": 16.3, "e_tot_ha": -292.69832, "smiles": "CC[C@H](C)[C@@H](C)[NH3+]", "orbital_gap_ev": 11.96, "fmax_ev_per_a": 3.48, "total_charge": 1, "e_homo_ha": -0.5633, "symbols": ["C", "C", "C", "C", "C", "C", "N", "H", "H", "H", "H", "H", "H", "H", "H", "H", "H", "H", "H", "H", "H", "H", "H"], "coordinates": [[-0.0667, 1.0322, -1.9910], [0.1352, 1.4706, -0.5276], [-0.3130, 0.5570, 0.5692], [0.1783, 1.1430, 1.9129], [-0.1163, -0.9620, 0.6040], [-1.2174, -1.7064, -0.0734], [1.1848, -1.2990, -0.2575], [0.2342, 0.0196, -2.2616], [0.4999, 1.6459, -2.6920], [-1.1149, 1.1409, -2.2719], [1.1732, 1.7975, -0.3537], [-0.3618, 2.4328, -0.3969], [-1.4092, 0.6413, 0.6210], [-0.0145, 0.6115, 2.8381], [-0.3082, 2.1023, 2.1242], [1.2591, 1.3062, 1.8639], [0.0813, -1.5284, 1.5101], [-1.0205, -2.7782, -0.0541], [-1.5832, -1.4725, -1.0782], [-2.1732, -1.6305, 0.4602], [0.9971, -0.9982, -1.2174], [1.4575, -2.2717, -0.2118], [2.0026, -0.8322, 0.1309]], "lowdin_charge": [-0.0725, -0.2175, -0.3563, -0.0559, -0.2489, -0.0611, 0.2275, 0.0471, 0.0877, 0.0903, 0.1185, 0.1310, 0.1496, 0.0819, 0.0951, 0.0845, 0.1539, 0.0920, 0.0996, 0.1095, 0.1164, 0.1600, 0.1677]}